1.
The following is a DFT calculation (wB97M-V/def2-TZVPD) of an isolated molecule of C7H13N at a distorted geometry.

Each line ends with the Löwdin charge.
Positions of all 21 atoms, in Å:
C  1.659  -1.458  1.370  -0.071
C  0.450  -0.623  1.758  -0.453
C  -0.581  -0.583  0.600  -0.187
C  -0.074  0.062  -0.657  -0.101
C  -0.862  0.797  -1.443  -0.126
C  -0.401  1.421  -2.684  -0.204
C  -1.002  2.394  -3.348  -0.010
N  -0.258  -1.087  2.952  0.030
H  1.411  -2.180  0.582  0.078
H  2.032  -2.051  2.199  0.071
H  2.397  -0.868  0.833  0.070
H  0.735  0.424  1.878  0.133
H  -1.512  -0.146  0.957  0.108
H  -0.830  -1.623  0.356  0.117
H  0.987  0.010  -0.879  0.107
H  -1.803  1.199  -1.087  0.110
H  0.470  0.953  -3.139  0.099
H  -1.929  2.832  -2.984  0.051
H  -0.735  2.984  -4.220  0.051
H  -0.204  -0.451  3.731  0.066
H  0.050  -2.008  3.226  0.062

The LUMO energy comes out at 1.10 eV. The total charge is 0. As for the multiplicity: 1. Its total energy is -8958.317 eV. The HOMO energy comes out at -8.5 eV. For the molar mass, the calculation gives 111.19 g mol⁻¹. The energy relative to the best compared isomer or geometry (same formula, charge and spin) comes out at 37.26 kcal/mol. The SMILES is C=C/C=C/C[C@H](C)N.

2.
The following is a DFT calculation (wB97M-V/def2-TZVPD) of a structure of composition C25H35As2N2OTi at a distorted geometry.

Each line ends with the Löwdin charge.
Positions of all 66 atoms, in Å:
Ti  -0.417  0.547  0.235  0.471
C  -1.767  -0.384  4.118  -0.272
As  -0.466  0.233  2.837  1.139
C  0.272  1.765  3.787  -0.245
C  0.970  -1.095  3.154  -0.401
C  0.970  -1.904  4.291  -0.101
C  2.010  -2.789  4.540  -0.067
C  3.074  -2.874  3.653  -0.066
C  3.087  -2.076  2.518  -0.102
C  2.040  -1.193  2.253  -0.410
As  2.098  -0.026  0.675  1.139
C  3.353  -0.968  -0.454  -0.287
C  3.286  1.359  1.356  -0.257
H  -1.369  -0.255  5.121  0.039
H  -2.001  -1.430  3.938  0.040
H  -2.672  0.209  4.011  0.006
H  -0.544  2.300  4.272  0.025
H  0.754  2.437  3.080  0.016
H  0.987  1.418  4.529  0.040
H  0.156  -1.853  5.003  0.089
H  1.989  -3.406  5.429  0.112
H  3.893  -3.557  3.845  0.112
H  3.925  -2.149  1.837  0.094
H  4.359  -0.877  -0.053  0.034
H  3.320  -0.517  -1.443  0.030
H  3.080  -2.018  -0.534  0.030
H  3.933  0.916  2.108  0.038
H  2.708  2.174  1.782  0.016
H  3.888  1.751  0.539  0.035
O  -0.680  -1.773  0.348  -0.169
C  -0.739  -2.317  -0.986  -0.138
C  -1.287  -1.270  -1.899  -0.244
C  -2.064  -1.615  -2.983  0.000
C  -2.463  -0.633  -3.875  -0.032
C  -2.063  0.668  -3.649  -0.028
C  -1.302  0.959  -2.532  -0.074
N  -0.925  0.009  -1.641  -0.023
H  -0.247  -2.399  0.945  0.105
H  -1.363  -3.206  -1.017  0.134
H  0.271  -2.582  -1.308  0.137
H  -2.346  -2.650  -3.128  0.127
H  -3.072  -0.885  -4.735  0.122
H  -2.331  1.467  -4.327  0.120
H  -0.964  1.964  -2.326  0.113
C  -2.496  3.839  2.688  -0.090
N  -2.556  2.547  2.013  -0.279
C  -3.841  1.908  2.268  -0.113
C  -2.371  2.689  0.565  -0.207
C  -1.087  3.356  0.121  -0.282
C  -1.087  4.722  -0.151  -0.056
C  0.049  5.329  -0.660  -0.076
C  1.178  4.560  -0.913  -0.083
C  1.165  3.199  -0.629  -0.138
C  0.044  2.542  -0.088  -0.260
H  -2.627  3.688  3.760  0.085
H  -3.288  4.523  2.342  0.098
H  -1.534  4.316  2.521  0.084
H  -4.672  2.454  1.796  0.095
H  -4.035  1.868  3.340  0.081
H  -3.842  0.888  1.879  0.083
H  -3.239  3.214  0.135  0.134
H  -2.420  1.675  0.132  0.085
H  -1.984  5.313  0.013  0.114
H  0.048  6.391  -0.878  0.106
H  2.060  5.024  -1.339  0.104
H  2.060  2.638  -0.862  0.069

The LUMO energy (alpha / beta) comes out at -2.57 / -2.82 eV. The total charge is +1. As for the multiplicity: 3. Its total energy is -176306.461 eV. The HOMO energy (alpha / beta) comes out at -9.0 / -11.1 eV. For the molar mass, the calculation gives 577.28 g mol⁻¹. The energy relative to the best compared isomer or geometry (same formula, charge and spin) comes out at 12.84 kcal/mol.

3.
The following is a DFT calculation (wB97M-V/def2-TZVPD) of an isolated molecule of CH11NSi4 at a distorted geometry.

Each line ends with the Löwdin charge.
Positions of all 17 atoms, in Å:
C  -1.650  -0.914  1.765  -0.214
N  -0.497  -0.550  0.919  -0.550
Si  0.096  -1.490  -0.428  0.319
Si  -0.083  1.119  1.236  0.516
Si  1.567  -0.280  -1.679  0.212
Si  0.980  2.053  -1.820  0.474
H  -1.376  -1.394  2.725  0.086
H  -2.099  -0.009  1.884  0.000
H  -2.291  -1.713  1.409  0.071
H  0.553  -2.711  0.077  -0.101
H  -1.184  -1.936  -1.088  -0.058
H  -1.043  2.197  1.174  -0.143
H  0.177  1.002  2.769  -0.060
H  2.988  -0.530  -1.175  -0.093
H  1.790  -0.555  -3.160  -0.127
H  0.040  2.622  -2.758  -0.170
H  2.032  3.088  -1.850  -0.163

The LUMO energy (alpha / beta) comes out at -1.01 / -1.02 eV. The total charge is 0. As for the multiplicity: 1. Its total energy is -34211.952 eV. The HOMO energy (alpha / beta) comes out at -7.7 / -7.6 eV. For the molar mass, the calculation gives 149.45 g mol⁻¹. The energy relative to the best compared isomer or geometry (same formula, charge and spin) comes out at 84.98 kcal/mol.

4.
The following is a DFT calculation (wB97M-V/def2-TZVPD) of a cluster of 11 separate species, C17H56N10O12 in total at a distorted geometry.

Each line ends with the Löwdin charge.
Positions of all 95 atoms, in Å:
C  -3.117  -0.200  -4.160  -0.656
O  -4.300  -0.284  -3.807  -0.016
N  -2.707  0.659  -5.072  0.194
N  -2.204  -1.065  -3.543  0.179
H  -1.813  0.777  -5.385  0.058
H  -3.595  1.096  -5.461  0.164
H  -1.266  -0.675  -3.492  0.059
H  -2.502  -1.481  -2.713  0.056
C  -1.414  -1.449  4.092  -0.619
O  -0.872  -1.924  3.102  -0.004
N  -0.793  -1.331  5.347  0.167
N  -2.673  -0.952  4.015  0.165
H  -1.135  -0.584  5.923  0.091
H  0.175  -1.371  5.385  0.031
H  -3.222  -0.767  4.829  0.094
H  -3.223  -1.150  3.163  0.103
C  3.173  -1.676  4.175  -0.659
O  2.299  -0.884  4.556  -0.022
N  3.082  -3.040  4.388  0.162
N  4.296  -1.306  3.547  0.204
H  3.659  -3.685  3.874  0.071
H  2.127  -3.353  4.576  0.113
H  4.784  -2.005  3.056  0.073
H  4.362  -0.388  3.168  0.063
C  1.046  -0.409  0.504  -0.617
O  1.506  0.221  -0.475  -0.047
N  1.693  -0.522  1.699  0.200
N  -0.045  -1.205  0.367  0.202
H  1.114  -0.882  2.443  0.070
H  2.477  0.074  1.957  0.062
H  -0.562  -1.495  1.222  0.086
H  -0.404  -1.249  -0.548  0.085
C  3.531  2.362  2.520  -0.639
O  4.025  1.362  1.998  -0.009
N  3.486  3.596  1.867  0.150
N  2.929  2.321  3.728  0.172
H  3.697  3.508  0.880  0.066
H  3.425  4.494  2.374  0.112
H  2.685  3.165  4.201  0.095
H  2.843  1.418  4.191  0.087
C  2.441  4.581  -1.874  -0.094
C  2.940  3.212  -2.184  -0.277
O  3.333  2.535  -0.949  -0.124
H  3.197  5.332  -1.620  0.081
H  1.598  4.654  -1.150  0.081
H  1.942  4.875  -2.777  0.065
H  3.844  3.139  -2.796  0.113
H  2.191  2.594  -2.705  0.100
H  2.882  1.722  -0.688  0.039
C  -1.823  2.300  1.017  -0.063
C  -1.227  2.103  -0.362  -0.338
O  -0.929  3.365  -0.911  -0.087
H  -1.059  2.816  1.640  0.083
H  -1.951  1.363  1.521  0.051
H  -2.730  2.944  0.822  0.085
H  -1.933  1.603  -0.989  0.086
H  -0.350  1.494  -0.361  0.070
H  -0.062  3.329  -1.407  0.085
C  -3.963  -3.527  -0.215  -0.071
C  -4.993  -2.554  0.431  -0.264
O  -4.330  -1.355  0.927  -0.121
H  -3.514  -3.206  -1.119  0.031
H  -4.420  -4.446  -0.564  0.066
H  -3.110  -3.668  0.475  0.078
H  -5.534  -3.030  1.184  0.077
H  -5.752  -2.311  -0.308  0.105
H  -4.516  -0.612  0.307  0.034
C  -6.456  1.752  -1.414  -0.091
C  -4.929  1.837  -1.341  -0.256
O  -4.462  0.477  -1.026  -0.130
H  -7.028  2.706  -1.409  0.084
H  -6.833  1.228  -0.574  0.055
H  -6.684  1.229  -2.330  0.068
H  -4.602  2.477  -0.478  0.107
H  -4.604  2.394  -2.258  0.123
H  -4.497  -0.044  -1.845  0.051
C  1.610  0.273  -5.322  -0.097
C  1.694  -0.562  -4.085  -0.310
O  0.742  -0.138  -3.086  -0.118
H  0.607  0.173  -5.823  0.077
H  2.367  0.000  -6.085  0.084
H  1.820  1.311  -5.035  0.069
H  2.722  -0.493  -3.710  0.122
H  1.463  -1.579  -4.314  0.098
H  1.228  0.045  -2.271  0.023
C  3.214  -3.497  1.157  -0.268
C  3.520  -2.569  -0.049  -0.200
O  4.807  -2.979  -0.553  -0.099
O  4.357  -3.823  1.878  -0.096
H  2.720  -4.321  0.726  0.097
H  2.409  -3.043  1.711  0.093
H  3.593  -1.533  0.255  0.101
H  2.752  -2.716  -0.836  0.130
H  4.637  -3.902  -0.928  0.133
H  5.097  -3.676  1.208  0.118

The LUMO energy comes out at 0.54 eV. The total charge is 0. As for the multiplicity: 1. Its total energy is -58012.524 eV. The HOMO energy comes out at -9.6 eV. For the molar mass, the calculation gives 592.69 g mol⁻¹. The SMILES is NC(N)=O.NC(N)=O.NC(N)=O.NC(N)=O.NC(N)=O.OCCO.CCO.CCO.CCO.CCO.CCO.

5.
The following is a DFT calculation (wB97M-V/def2-TZVPD) of a structure of composition C3H8OS at a distorted geometry.

Each line ends with the Löwdin charge.
Positions of all 13 atoms, in Å:
C  0.207  -0.257  0.703  -0.188
C  -1.022  -0.019  1.666  -0.227
C  0.354  0.322  -2.427  -0.246
O  -0.517  2.167  -0.848  -0.568
S  -0.865  0.731  -1.046  0.878
H  0.959  0.469  0.603  0.004
H  -1.711  -0.756  1.800  0.025
H  -0.762  0.147  2.757  0.093
H  -1.433  0.879  1.397  -0.008
H  -0.189  0.510  -3.268  -0.019
H  1.172  1.156  -2.327  0.096
H  0.700  -0.669  -2.166  0.029
H  0.573  -1.320  1.272  0.133

The LUMO energy comes out at 0.09 eV. The total charge is 0. As for the multiplicity: 1. Its total energy is -16119.446 eV. The HOMO energy comes out at -8.8 eV. For the molar mass, the calculation gives 92.16 g mol⁻¹. The energy relative to the best compared isomer or geometry (same formula, charge and spin) comes out at 87.42 kcal/mol.

> Which of these has the highest total charge?

C25H35As2N2OTi

> What is the total charge in the first record?

0